46
Properties=species:S:1:pos:R:3:mulliken_charge:R:1 method="wB97M-V/def2-TZVPD" gap_ev="6.1 / 6.1" total_energy_ev=-134506.08085 s_squared=0.8131 multiplicity=2 charge=+3 e_homo_ev="-17.74 / -18.23" mol_weight_g_mol=632.8 e_above_lowest_kcal_mol=14.4 lumo_energy_ev="-11.682 / -12.149"
Re 0.610 0.379 0.183 0.347
C 1.949 2.315 2.433 -0.671
C 1.023 3.072 1.486 -1.059
S -1.626 1.372 0.509 0.155
C -0.127 2.652 -2.337 -0.910
C 0.960 1.721 -2.851 -0.610
S 0.712 0.033 -2.195 -0.027
C 2.427 -0.667 -2.214 -0.702
C 2.521 -1.918 -1.354 -0.653
S 1.594 -1.762 0.232 0.051
C 2.794 -1.732 1.623 -0.691
C 3.044 -0.324 2.133 -0.618
S 1.442 0.549 2.456 -0.033
H 1.861 2.702 3.450 0.580
H 2.989 2.378 2.126 0.418
H 1.313 4.128 1.497 0.502
H -0.002 3.003 1.857 0.545
H -0.159 3.514 -3.003 0.377
H -1.086 2.144 -2.449 0.490
H 1.965 2.063 -2.609 0.225
H 0.867 1.651 -3.937 0.694
H 3.097 0.115 -1.856 0.248
H 2.679 -0.911 -3.248 0.582
H 3.564 -2.155 -1.139 0.472
H 2.073 -2.777 -1.860 0.432
H 3.723 -2.204 1.307 0.478
H 2.345 -2.358 2.398 0.419
H 3.602 0.269 1.408 0.268
H 3.599 -0.362 3.073 0.536
Br -2.970 0.264 -0.924 0.010
C -1.377 2.974 -0.248 -0.826
C -2.370 3.891 -0.328 -0.452
C -2.104 5.194 -0.838 -0.867
C -0.823 5.586 -1.140 -0.913
C 0.267 4.691 -1.036 -0.158
C 1.581 5.072 -1.214 -0.870
C 2.634 4.132 -1.086 -0.553
C 2.419 2.915 -0.517 -1.706
C 1.083 2.527 0.015 0.807
C -0.020 3.212 -0.844 3.479
H -3.370 3.667 0.016 0.584
H -2.923 5.894 -0.919 0.500
H -0.632 6.605 -1.446 0.552
H 1.827 6.103 -1.427 0.587
H 3.627 4.434 -1.384 0.590
H 3.269 2.275 -0.314 0.392